*1*
The following is a quantum chemistry calculation of a molecular structure, C33H39BIrN4O2P2, from the OMol25 dataset.

```
82
Properties=species:S:1:pos:R:3:lowdin_spin:R:1
Ir 0.379 0.851 -0.420 1.09
C -1.127 1.497 -2.706 0.11
C -1.053 0.155 -2.931 0.05
C -0.092 -0.456 -3.930 0.01
C 1.201 0.400 -4.141 0.01
C 1.610 1.266 -3.000 0.03
C 1.410 2.581 -2.754 0.02
C 0.288 3.429 -3.254 0.01
C -0.900 2.562 -3.734 0.01
C 1.250 1.878 1.175 0.12
H -1.692 1.878 -1.858 0.03
H -1.929 -0.494 -2.686 0.02
H -0.570 -0.591 -4.929 0.00
H 0.216 -1.477 -3.641 0.00
H 2.055 -0.293 -4.296 0.00
H 1.116 0.936 -5.101 0.00
H 2.426 0.777 -2.459 0.00
H 2.204 3.162 -2.277 0.00
H 0.604 4.090 -4.089 0.00
H -0.070 4.072 -2.425 0.00
H -1.800 3.196 -3.889 0.00
H -0.626 2.102 -4.692 0.00
H 0.582 2.746 1.283 0.03
H 2.256 2.241 0.958 0.01
H 1.304 1.378 2.155 0.00
P 1.778 -0.959 -0.219 0.08
P -1.568 -0.553 -0.269 0.49
N 3.544 -0.330 -0.736 0.03
N 2.460 -1.884 1.093 0.02
N -3.182 0.809 -0.469 0.23
N -2.648 -1.454 1.120 0.09
C 0.823 -2.205 -1.112 0.04
C -0.686 -2.199 -0.704 0.13
C 3.649 1.037 -0.942 0.01
C 4.904 1.367 -1.444 0.00
C 5.643 0.153 -1.478 0.00
C 4.795 -0.864 -1.011 0.00
C 3.191 -1.336 2.172 0.00
C 4.166 -2.238 2.581 0.00
C 4.043 -3.404 1.746 0.00
C 2.999 -3.171 0.866 0.00
C -3.051 2.156 -0.148 0.37
C -4.161 2.898 -0.628 0.13
C -5.037 1.950 -1.221 0.13
C -4.384 0.700 -1.152 0.34
C -4.033 -1.571 1.225 0.35
C -4.337 -2.749 1.930 0.15
C -3.097 -3.370 2.273 0.11
C -2.095 -2.536 1.803 0.33
H 1.201 -3.236 -1.018 0.01
H 0.940 -2.021 -2.189 0.00
H -1.264 -2.618 -1.549 0.01
H -0.782 -2.929 0.123 0.01
H 2.775 1.661 -0.807 0.01
H 5.185 2.365 -1.772 0.00
H 6.648 0.024 -1.855 0.00
H 4.994 -1.909 -0.822 0.00
H 2.943 -0.348 2.531 0.00
H 4.931 -2.097 3.342 0.00
H 4.657 -4.298 1.746 0.00
H 2.603 -3.792 0.081 0.00
H -2.185 2.503 0.395 0.02
H -4.299 3.980 -0.595 0.00
H -6.055 2.110 -1.582 0.00
H -4.737 -0.250 -1.531 0.01
H -4.705 -0.802 0.840 0.02
H -5.330 -3.116 2.144 0.00
H -2.911 -4.322 2.766 0.00
H -1.031 -2.685 1.897 0.01
O -0.164 -0.596 2.315 0.06
B -0.729 0.381 1.348 0.10
O -1.580 1.305 2.100 0.06
C -1.543 0.882 3.410 0.01
C -2.076 1.495 4.546 0.00
C -1.920 0.802 5.762 0.01
C -1.185 -0.400 5.836 0.01
C -0.524 -0.928 4.721 0.01
C -0.730 -0.266 3.515 0.01
H -2.567 2.472 4.463 0.00
H -2.396 1.204 6.668 0.00
H -1.100 -0.929 6.792 0.00
H 0.174 -1.778 4.742 0.00
```

As for the spin multiplicity: 6. For the gap between HOMO and LUMO (alpha / beta), the calculation gives 6.12 / 3.40 eV. The calculation puts the HOMO energy (alpha / beta) at -12.27 / -12.38 eV. The expectation value of S² is 8.79. The charge is +2.

---

*2*
The following is a quantum chemistry calculation of a molecular structure, C33H39BIrN4O2P2, from the OMol25 dataset.

```
82
Properties=species:S:1:pos:R:3:lowdin_spin:R:1
Ir 0.200 0.455 1.605 1.31
C -1.772 1.709 -4.967 0.05
C -1.834 0.431 -4.623 0.03
C -1.082 -0.670 -5.305 0.00
C 0.409 -0.367 -5.629 0.00
C 1.123 0.464 -4.578 0.00
C 1.142 1.799 -4.620 0.00
C 0.517 2.562 -5.774 0.00
C -0.960 2.245 -6.110 0.01
C 1.750 0.779 3.012 0.21
H -2.353 2.505 -4.495 0.00
H -2.611 0.074 -3.948 0.00
H -1.614 -0.918 -6.244 0.00
H -1.118 -1.564 -4.655 0.00
H 0.930 -1.346 -5.705 0.00
H 0.459 0.149 -6.613 0.00
H 1.642 -0.116 -3.818 0.00
H 1.725 2.392 -3.916 0.00
H 1.111 2.382 -6.692 0.00
H 0.578 3.641 -5.539 0.00
H -1.429 3.191 -6.437 0.00
H -1.011 1.515 -6.937 0.00
H 1.348 1.641 3.568 0.03
H 2.655 1.124 2.503 0.02
H 2.026 -0.045 3.687 0.01
P 1.795 -0.509 0.422 0.20
P -1.233 -0.775 0.472 0.27
N 2.827 0.808 -0.070 0.05
N 2.755 -1.771 1.176 0.02
N -2.080 0.506 -0.339 0.14
N -2.595 -1.645 1.091 0.03
C 1.046 -1.226 -1.048 0.05
C -0.380 -1.749 -0.762 0.04
C 2.666 2.118 0.380 0.06
C 3.680 2.889 -0.145 0.00
C 4.471 2.050 -0.982 0.01
C 3.932 0.769 -0.910 0.01
C 3.636 -1.628 2.258 0.00
C 4.414 -2.760 2.367 0.00
C 4.005 -3.655 1.333 0.00
C 2.972 -3.045 0.646 0.00
C -2.089 1.808 0.155 0.40
C -2.471 2.660 -0.871 0.08
C -2.758 1.851 -2.005 0.15
C -2.525 0.527 -1.644 0.33
C -3.743 -2.034 0.388 0.01
C -4.471 -2.921 1.168 0.00
C -3.748 -3.098 2.390 0.00
C -2.608 -2.332 2.310 0.01
H 1.704 -2.023 -1.413 0.01
H 1.065 -0.426 -1.807 0.00
H -0.964 -1.812 -1.683 0.01
H -0.354 -2.778 -0.376 0.01
H 1.840 2.358 1.042 0.04
H 3.824 3.933 0.081 0.00
H 5.325 2.351 -1.558 0.00
H 4.223 -0.157 -1.384 0.00
H 3.612 -0.756 2.889 0.00
H 5.203 -2.901 3.092 0.00
H 4.433 -4.618 1.100 0.00
H 2.341 -3.406 -0.151 0.00
H -1.774 1.976 1.177 0.07
H -2.543 3.739 -0.799 0.00
H -3.062 2.220 -2.972 0.00
H -2.618 -0.411 -2.177 0.01
H -3.959 -1.655 -0.593 0.00
H -5.388 -3.408 0.896 0.00
H -4.025 -3.726 3.224 0.00
H -1.791 -2.198 2.991 0.00
O -0.774 -0.945 4.284 0.07
B -0.574 0.222 3.478 0.18
O -0.992 1.368 4.244 0.10
C -1.327 0.901 5.476 0.04
C -1.517 1.643 6.636 0.31
C -1.518 0.929 7.837 0.11
C -1.429 -0.471 7.864 0.09
C -1.273 -1.225 6.686 0.32
C -1.208 -0.502 5.504 0.05
H -1.615 2.731 6.599 0.01
H -1.583 1.485 8.775 0.00
H -1.457 -0.999 8.816 0.00
H -1.156 -2.307 6.670 0.01
```

As for the spin multiplicity: 6. For the gap between HOMO and LUMO (alpha / beta), the calculation gives 4.68 / 2.74 eV. The calculation puts the HOMO energy (alpha / beta) at -10.37 / -12.85 eV. The expectation value of S² is 8.79. The charge is +2.

---

*2* comes first in stability; the runner-up is 0.0648 hartree higher.

---

*1*
The following is a quantum chemistry calculation of 2 unconnected molecules or ions with the total composition C5H14OS, from the OMol25 dataset.

```
21
Properties=species:S:1:pos:R:3:lowdin_charge:R:1
C 1.497 0.103 -0.022 -0.16
C 0.149 0.476 0.563 -0.32
C -1.041 -0.512 0.390 -0.34
C -1.052 -1.107 -0.979 -0.58
S -1.546 0.194 -2.154 0.80
C -0.985 -0.830 -3.668 -0.37
H 1.519 -0.091 -1.231 0.11
H 2.504 0.700 0.236 0.11
H 1.642 -0.936 0.185 0.03
H -0.158 1.553 0.179 0.12
H 0.078 0.520 1.725 0.12
H -2.011 -0.020 0.514 0.09
H -0.963 -1.199 1.323 0.14
H -0.072 -1.621 -1.129 0.08
H -1.673 -2.038 -1.110 0.09
H -1.213 -1.905 -3.768 0.04
H 0.134 -0.939 -3.674 0.04
H -1.202 -0.199 -4.495 -0.01
O 1.710 2.616 5.430 -0.11
H 0.708 2.719 5.314 0.07
H 1.974 2.514 6.372 0.04
```

As for the spin multiplicity: 1. For the gap between HOMO and LUMO, the calculation gives 9.42 eV. The calculation puts the HOMO energy at -8.60 eV. As for the SMILES: CCCCSC.O.

---

*2*
The following is a quantum chemistry calculation of 2 unconnected molecules or ions with the total composition C5H14OS, from the OMol25 dataset.

```
21
Properties=species:S:1:pos:R:3:lowdin_charge:R:1
C -1.898 0.344 1.115 -0.11
C -1.252 0.791 -0.204 -0.27
C -0.060 -0.060 -0.627 -0.30
C 1.178 0.189 0.255 -0.52
S 2.085 1.657 -0.295 0.78
C 3.665 1.390 0.614 -0.39
H -1.533 0.969 1.934 0.07
H -2.976 0.536 1.126 0.07
H -1.667 -0.695 1.351 0.07
H -0.869 1.818 -0.140 0.09
H -1.964 0.832 -1.037 0.10
H 0.179 0.212 -1.649 0.09
H -0.249 -1.126 -0.661 0.10
H 0.815 0.306 1.291 0.08
H 1.864 -0.650 0.221 0.07
H 4.324 0.861 -0.057 0.02
H 3.410 0.757 1.460 0.03
H 4.051 2.346 0.952 0.02
O -4.795 -4.808 -0.684 -0.07
H -5.320 -5.612 -0.740 0.03
H -4.364 -4.750 -1.553 0.04
```

As for the spin multiplicity: 1. For the gap between HOMO and LUMO, the calculation gives 9.25 eV. The calculation puts the HOMO energy at -8.36 eV. As for the SMILES: CCCCSC.O.

---

*2* comes first in stability; the runner-up is 0.0647 hartree higher.

---

*1*
The following is a quantum chemistry calculation of 3 unconnected molecules or ions with the total composition C3H3Cl9, from the OMol25 dataset.

```
15
Properties=species:S:1:pos:R:3:lowdin_charge:R:1
Cl -2.078 3.537 -0.371 0.54
C -3.346 2.464 -0.930 -1.56
Cl -4.850 2.761 -0.068 0.54
Cl -2.848 0.768 -0.765 0.53
H -3.535 2.624 -1.983 0.01
Cl 1.823 1.359 -2.407 0.54
C 1.034 0.402 -1.156 -1.54
Cl 1.475 0.994 0.450 0.53
Cl 1.458 -1.304 -1.309 0.54
H -0.037 0.497 -1.262 -0.04
Cl 2.735 -1.883 3.297 0.53
C 2.122 -2.752 1.900 -1.60
Cl 1.181 -4.159 2.405 0.52
Cl 3.420 -3.216 0.828 0.52
H 1.444 -2.093 1.372 -0.05
```

As for the spin multiplicity: 1. For the gap between HOMO and LUMO, the calculation gives 11.43 eV. The calculation puts the HOMO energy at -11.02 eV. As for the SMILES: ClC(Cl)Cl.ClC(Cl)Cl.ClC(Cl)Cl.

---

*2*
The following is a quantum chemistry calculation of a molecular structure, C3H3Cl9, from the OMol25 dataset.

```
15
Properties=species:S:1:pos:R:3:lowdin_charge:R:1
C -2.871 0.303 -1.845 -1.63
Cl -2.683 0.656 -0.193 0.59
Cl -1.393 -0.199 -2.690 0.52
Cl -3.573 1.668 -2.646 0.55
H -3.572 -0.524 -1.961 0.02
C 3.361 0.474 -0.235 -1.48
Cl 5.065 -0.134 -0.245 0.49
Cl 2.335 -0.594 -1.305 0.44
Cl 3.284 2.017 -1.044 0.52
H 2.946 0.522 0.771 -0.03
C -0.671 -0.699 2.261 -1.57
Cl -1.400 -1.240 3.778 0.54
Cl -0.992 -1.947 1.058 0.49
Cl 1.062 -0.638 2.297 0.56
H -0.898 0.334 1.999 0.00
```

As for the spin multiplicity: 1. For the gap between HOMO and LUMO, the calculation gives 11.41 eV. The calculation puts the HOMO energy at -10.92 eV.

---

*1* comes first in stability; the runner-up is 0.0234 hartree higher.

---

*1*
The following is a quantum chemistry calculation of 4 unconnected molecules or ions with the total composition C3H17N2O3, from the OMol25 dataset.

```
25
Properties=species:S:1:pos:R:3:lowdin_charge:R:1
N 0.569 0.561 -0.228 0.15
C -0.816 -0.071 -0.873 -0.24
C -1.399 1.116 -1.778 -0.05
C -1.709 -0.338 0.346 -0.18
N -1.526 0.754 1.385 0.02
H 1.079 -0.364 0.023 0.14
H 0.331 1.295 0.535 0.10
H 1.195 1.071 -0.928 0.17
H -0.564 -0.750 -1.692 0.14
H -1.491 1.985 -1.196 0.04
H -2.407 0.707 -2.060 0.10
H -0.722 1.338 -2.665 0.11
H -2.804 -0.395 -0.104 0.16
H -1.580 -1.305 0.819 0.11
H -2.380 1.293 1.498 0.11
H -1.056 0.404 2.130 0.05
H 3.280 -1.784 -0.352 0.07
H 2.687 -1.932 -1.726 0.05
O 2.621 -1.399 -0.952 -0.04
H 1.185 -4.065 1.157 0.04
H 1.942 -3.444 0.059 -0.02
O 1.194 -3.328 0.574 -0.02
H 0.202 3.881 1.483 0.04
H -0.561 2.562 1.609 -0.04
O 0.174 2.983 1.270 0.00
```

As for the spin multiplicity: 1. For the gap between HOMO and LUMO, the calculation gives 11.26 eV. The calculation puts the HOMO energy at -13.95 eV. The charge is +1.

---

*2*
The following is a quantum chemistry calculation of 4 unconnected molecules or ions with the total composition C3H17N2O3, from the OMol25 dataset.

```
25
Properties=species:S:1:pos:R:3:lowdin_charge:R:1
C 0.534 -1.150 -1.088 -0.14
C -0.380 -0.458 -2.101 -0.17
C -1.848 -0.830 -1.862 -0.27
N -2.380 -0.197 -0.665 0.01
N 0.553 -0.448 0.245 0.17
H 1.551 -1.339 -1.384 0.12
H 0.079 -2.119 -0.898 0.13
H -0.294 0.628 -2.024 0.11
H -0.020 -0.731 -3.094 0.12
H -2.448 -0.518 -2.714 0.12
H -1.920 -1.911 -1.801 0.11
H -3.037 0.544 -0.825 0.07
H 1.396 -0.739 0.760 0.12
H -2.690 -0.827 0.061 0.08
H -0.321 -0.696 0.687 0.12
H 0.592 0.578 0.184 0.09
H -1.643 1.119 3.228 0.04
H -0.202 0.868 3.515 0.04
O -1.039 0.389 3.417 -0.06
H 3.490 -0.455 1.595 0.07
H 3.681 0.276 0.243 0.07
O 3.342 -0.533 0.644 -0.03
H -0.135 2.825 0.012 0.07
H 1.360 3.099 0.311 0.07
O 0.673 2.424 0.362 -0.04
```

As for the spin multiplicity: 1. For the gap between HOMO and LUMO, the calculation gives 9.93 eV. The calculation puts the HOMO energy at -12.95 eV. The charge is +1.

---

*2* comes first in stability; the runner-up is 0.0536 hartree higher.

---

*1*
The following is a quantum chemistry calculation of C9H14N2O3S in the gas phase, from the OMol25 dataset.

```
29
Properties=species:S:1:pos:R:3:lowdin_charge:R:1
C 2.854 1.680 0.330 0.04
C 2.137 0.579 -0.082 -0.11
C 2.193 -0.830 0.423 -0.16
C 2.145 -1.836 -0.649 -0.06
C 0.963 -1.703 0.173 -0.40
N 0.628 -2.746 1.136 0.09
C -0.261 -1.057 -0.453 -0.40
O -0.126 -0.412 -1.494 0.06
N -1.367 -1.329 0.278 0.02
S -2.924 -0.819 -0.025 0.63
O -3.675 -1.417 1.012 -0.27
O -3.290 -1.161 -1.306 -0.22
C -2.896 1.027 0.243 -0.25
C -2.557 1.765 -1.058 -0.14
C -3.974 1.652 -0.591 -0.15
H 2.644 2.627 -0.022 0.02
H 3.491 1.607 1.194 0.04
H 1.567 0.882 -0.918 0.08
H 2.701 -1.187 1.330 0.15
H 2.030 -1.231 -1.606 0.14
H 2.725 -2.693 -0.714 0.10
H 0.062 -3.407 0.590 0.10
H 1.520 -3.167 1.373 0.09
H -1.244 -1.878 1.054 0.07
H -2.473 1.457 1.106 0.11
H -2.289 1.164 -1.963 0.11
H -2.018 2.734 -1.069 0.12
H -4.489 2.624 -0.345 0.13
H -4.617 0.979 -1.004 0.06
```

As for the spin multiplicity: 1. For the gap between HOMO and LUMO, the calculation gives 10.01 eV. The calculation puts the HOMO energy at -9.31 eV. As for the SMILES: C=C[C@@H]1C[C@]1(N)C(=O)NS(=O)(=O)C1CC1.

---

*2*
The following is a quantum chemistry calculation of a molecular structure, C9H14N2O3S, from the OMol25 dataset.

```
29
Properties=species:S:1:pos:R:3:lowdin_charge:R:1
C -0.587 2.090 -0.212 -0.44
C 2.387 -0.213 0.438 -0.47
C -2.053 2.536 0.185 -0.04
C -1.963 1.242 1.032 -0.52
C -1.130 -1.131 -0.189 -0.67
C -0.087 -0.422 0.635 -0.50
C 3.492 0.310 -0.407 0.01
C -1.033 -0.884 -1.673 -0.07
C -0.874 -2.542 0.274 -0.06
N -0.598 1.144 0.811 0.03
N 1.139 -0.220 -0.119 0.16
O 0.208 2.415 -1.061 0.07
O 2.552 -0.718 1.530 0.08
O 0.102 -0.850 1.884 0.03
S -2.719 -0.396 0.436 0.99
H -1.880 3.463 0.740 0.11
H -2.869 2.775 -0.604 0.14
H -2.145 1.475 2.165 0.15
H 3.351 1.392 -0.433 0.09
H 4.512 0.201 -0.018 0.09
H 3.547 0.138 -1.552 0.12
H -2.018 -0.954 -1.869 0.02
H -0.345 -1.482 -2.255 0.10
H -0.709 0.125 -1.940 0.08
H 0.148 -2.700 0.496 0.08
H -1.192 -3.377 -0.389 0.11
H -1.414 -2.611 1.184 0.06
H 1.040 0.253 -1.056 0.15
H 1.135 -1.059 1.968 0.12
```

As for the spin multiplicity: 1. For the gap between HOMO and LUMO, the calculation gives 9.74 eV. The calculation puts the HOMO energy at -9.11 eV.

---

*2* comes first in stability; the runner-up is 0.0836 hartree higher.